[1]
Below is C48H58N5O3SSeSiTi as an isolated structure at a distorted geometry, with properties calculated with ωB97M-V with the def2-TZVPD basis set.

## Properties
Energy above the lowest of the compared OMol25 structures with the same formula, charge and spin in kcal/mol: 0.00
⟨S²⟩: 0.7546
HOMO energy (alpha / beta) in eV: -7.67 / -7.77
Frontier orbital gap (alpha / beta) in eV: 6.83 / 6.77
Multiplicity: 2

```
118
Properties=species:S:1:pos:R:3:forces:R:3:lowdin_charge:R:1
Ti 0.22640 -0.02902 -0.06219 0.22 -1.18 1.30 0.759
O -4.77971 2.75922 -3.55132 -0.01 0.10 0.28 -0.022
C -4.43134 3.18528 -2.43461 -0.33 0.10 -0.10 -0.692
O -5.01460 3.85875 -1.56308 0.04 -0.12 -0.25 -0.019
C -3.02939 2.74167 -2.00170 0.14 -0.20 -0.03 -0.081
C -2.35250 3.34599 -0.96717 0.07 0.21 0.22 0.050
C -1.16831 2.81213 -0.48707 0.18 0.09 0.11 -0.153
N -0.66475 1.65869 -0.98012 -0.17 0.66 -0.57 0.068
C -1.24551 1.15616 -2.10195 0.38 0.05 0.09 -0.195
C -2.40569 1.67204 -2.61700 -0.36 -0.37 -0.46 0.050
C -0.48307 0.06571 -2.77915 -0.22 0.54 0.08 -0.229
C -0.78445 -0.34908 -4.06194 -0.31 0.00 -0.34 0.002
C -0.02714 -1.34467 -4.65141 -0.30 0.14 -0.22 -0.039
C 1.02532 -1.87852 -3.94600 0.42 -0.11 0.26 -0.033
C 1.29147 -1.38930 -2.67894 0.16 0.02 0.02 -0.132
N 0.55520 -0.43415 -2.09550 -0.15 -0.36 -0.99 -0.026
C -0.43176 3.65017 0.52093 -0.11 -0.23 -0.19 -0.226
C -1.13052 4.19697 1.59180 -0.10 0.01 0.05 -0.020
C -0.49185 5.11127 2.40701 -0.03 0.04 0.06 -0.051
C 0.81194 5.46611 2.11022 0.01 0.04 -0.03 -0.057
C 1.41991 4.87376 1.01493 -0.06 -0.06 -0.10 -0.133
N 0.82528 3.97583 0.22764 0.01 0.20 0.04 0.154
H -2.77032 4.24457 -0.53219 0.02 -0.02 -0.01 0.137
H -2.89112 1.25079 -3.48985 -0.01 0.09 0.04 0.121
H -1.59666 0.12217 -4.59862 0.03 -0.08 0.01 0.122
H -0.25762 -1.68872 -5.65259 0.00 0.04 0.04 0.120
H 1.65556 -2.65575 -4.36029 -0.03 0.07 0.05 0.117
H 2.11709 -1.76096 -2.09233 0.00 -0.08 0.07 0.062
H -2.15838 3.91393 1.77112 0.07 0.05 -0.02 0.093
H -1.01134 5.54728 3.25186 0.02 0.00 -0.03 0.112
H 1.35055 6.19107 2.70578 0.00 -0.01 -0.01 0.106
H 2.43753 5.14196 0.74913 -0.05 -0.05 0.03 0.100
C -4.02139 1.99292 1.57344 0.01 0.05 0.02 -0.038
C -3.76939 0.68149 0.82039 -0.11 -0.06 0.09 -0.344
C -4.99178 0.38006 -0.05297 -0.03 0.10 0.10 -0.040
C -3.43703 -0.40846 1.82427 -0.16 -0.03 -0.14 -0.137
C -4.47258 -1.10043 2.44364 0.00 -0.09 -0.09 -0.030
C -4.22462 -2.01625 3.45477 0.03 0.03 -0.01 -0.065
C -2.92260 -2.23541 3.86376 -0.03 -0.05 0.01 -0.049
C -1.85020 -1.56290 3.27749 0.12 -0.11 0.06 -0.138
C -0.45676 -1.81217 3.84817 -0.12 -0.09 0.12 -0.375
C -0.04684 -3.28526 3.78151 -0.06 0.00 0.01 -0.068
C -0.37456 -1.31165 5.29526 0.05 0.06 0.01 -0.053
C -2.12186 -0.65832 2.23925 0.32 0.43 0.01 -0.157
N -1.02621 0.10287 1.67150 -0.22 0.09 0.45 -0.008
C -0.38284 0.85860 2.52159 0.07 0.09 -0.08 -0.088
C 0.86800 1.43475 2.22918 -0.12 -0.12 -0.16 -0.317
C 1.68324 2.20332 3.05314 0.16 0.11 0.11 -0.018
C 2.84877 2.43123 2.33433 0.11 -0.05 0.07 -0.043
C 2.70664 1.79365 1.08919 0.19 -0.02 0.05 -0.260
N 1.51483 1.18164 1.01645 -0.15 0.22 0.37 -0.015
C 3.77255 1.76282 0.01215 -0.15 -0.02 0.04 -0.527
C 4.29867 3.17630 -0.24691 -0.03 0.11 -0.06 -0.046
C 4.91793 0.87230 0.51026 0.09 0.08 -0.03 -0.032
C 3.22321 1.19317 -1.29111 0.03 -0.01 0.02 -0.051
H -4.20845 2.81201 0.87121 -0.02 -0.07 0.06 0.075
H -3.17767 2.24506 2.22263 -0.07 -0.06 -0.04 0.065
H -4.90690 1.88472 2.20648 0.05 0.01 0.00 0.093
H -2.90161 0.81723 0.17573 0.06 -0.03 -0.08 0.098
H -5.91483 0.44957 0.52775 0.03 0.02 -0.02 0.084
H -4.95467 -0.61409 -0.48994 -0.08 0.12 0.03 0.044
H -5.07655 1.11785 -0.85314 0.00 -0.02 0.03 0.080
H -5.49432 -0.90347 2.14135 0.05 -0.01 0.02 0.110
H -5.04644 -2.52961 3.94099 0.04 0.00 -0.05 0.104
H -2.72927 -2.92745 4.67638 0.00 0.02 -0.04 0.110
H 0.27396 -1.26272 3.26343 0.10 0.01 -0.12 0.084
H -0.75489 -3.92552 4.31733 0.06 0.03 -0.02 0.075
H 0.93794 -3.41555 4.23887 -0.04 0.01 0.01 0.078
H 0.02880 -3.62119 2.74861 -0.06 -0.03 -0.08 0.045
H -1.05378 -1.86645 5.94912 0.03 0.04 -0.05 0.079
H -0.63299 -0.25167 5.37045 -0.01 -0.07 0.03 0.072
H 0.64116 -1.43838 5.67945 -0.05 0.00 -0.01 0.082
H -0.79425 1.01911 3.51682 0.01 0.02 0.04 0.145
H 1.43884 2.54447 4.04986 0.02 -0.04 -0.06 0.116
H 3.70846 3.00071 2.65919 -0.07 -0.05 -0.03 0.110
H 4.71354 3.62787 0.65769 -0.03 -0.03 -0.05 0.080
H 3.49853 3.81884 -0.62491 0.07 -0.07 0.00 0.072
H 5.09251 3.13968 -0.99900 -0.03 0.01 0.05 0.088
H 5.39471 1.30535 1.39340 -0.02 -0.03 -0.03 0.093
H 5.67750 0.75408 -0.27041 -0.04 0.01 0.06 0.094
H 4.53820 -0.11143 0.78029 0.03 0.03 -0.01 0.037
H 2.32951 1.73523 -1.60859 0.00 0.01 -0.01 0.082
H 2.97747 0.13868 -1.15647 -0.03 -0.01 -0.01 0.032
H 3.97574 1.26909 -2.08246 -0.05 -0.01 0.06 0.096
C 4.79445 -2.74778 -0.08785 0.42 -0.04 -0.31 -0.223
Si 3.55698 -2.80091 1.29107 -0.19 0.31 0.01 0.091
C 3.25687 -4.58052 1.68877 0.00 -0.51 0.15 -0.233
C 4.12424 -1.86233 2.78746 0.29 0.14 0.41 -0.216
Se 1.59232 -2.00387 0.58875 -0.26 -0.71 -0.11 0.534
H 5.80480 -2.92976 0.30349 -0.12 0.01 -0.11 0.041
H 4.80210 -1.79200 -0.61532 0.03 -0.08 0.02 0.008
H 4.56552 -3.53969 -0.80930 0.03 0.09 0.03 0.033
H 4.19070 -5.07453 1.99260 -0.16 0.05 -0.04 0.040
H 2.86542 -5.09161 0.80288 0.05 0.01 0.12 0.031
H 2.52589 -4.69423 2.49480 0.07 0.00 -0.06 0.018
H 5.21460 -1.74201 2.79945 -0.13 -0.01 0.06 0.036
H 3.83361 -2.39704 3.69881 0.01 0.09 -0.07 0.031
H 3.66667 -0.87121 2.81526 0.05 -0.01 0.04 0.015
C -2.61469 -8.01885 1.00281 0.05 0.11 -0.08 -0.045
C -2.34687 -6.65993 0.40159 -0.05 -0.08 -0.04 -0.257
C -2.34383 -5.51472 1.19352 0.01 -0.03 0.07 -0.015
C -2.14885 -4.25703 0.64222 -0.04 0.07 0.16 -0.041
C -1.94384 -4.15472 -0.71925 -0.17 -0.39 -0.21 -0.392
C -1.91752 -5.27818 -1.53974 0.00 -0.05 0.12 -0.073
C -2.12552 -6.52598 -0.97205 0.02 0.05 0.05 -0.035
S -1.77749 -2.57748 -1.47767 0.86 0.20 0.07 0.991
C -3.49077 -2.20002 -1.73748 -0.15 -0.03 0.09 -0.198
O -1.32078 -1.66478 -0.35121 -0.25 0.68 -0.36 -0.611
H -2.58966 -7.98400 2.09171 0.02 0.01 -0.04 0.076
H -1.88073 -8.75174 0.66380 -0.01 0.03 0.01 0.082
H -3.60041 -8.38110 0.70141 0.03 0.02 0.01 0.086
H -2.50092 -5.60497 2.26365 0.01 0.02 -0.06 0.117
H -2.15493 -3.36305 1.25852 0.02 -0.06 0.00 0.102
H -1.73598 -5.17649 -2.60665 -0.01 -0.02 0.11 0.113
H -2.10840 -7.41085 -1.59837 -0.01 0.03 0.01 0.117
H -4.00122 -2.24776 -0.77425 0.05 -0.06 -0.12 0.059
H -3.89624 -2.93227 -2.43848 0.02 0.04 0.05 0.076
H -3.54197 -1.19743 -2.16262 -0.05 0.00 0.02 0.056
```
Forces are in eV/Å.

[2]
Below is C48H60AsBaN4O2P2Se2 as an isolated structure at a distorted geometry, with properties calculated with ωB97M-V with the def2-TZVPD basis set.

## Properties
Energy above the lowest of the compared OMol25 structures with the same formula, charge and spin in kcal/mol: 33.74
Net charge: +1
HOMO energy in eV: -9.01
Frontier orbital gap in eV: 5.95

```
120
Properties=species:S:1:pos:R:3:forces:R:3:lowdin_charge:R:1
Ba -0.07037 0.29068 0.41462 1.35 0.35 -1.76 1.545
C 4.31844 2.98215 6.38270 0.07 0.06 0.08 -0.046
C 3.64862 2.72670 5.06426 0.01 0.02 0.02 -0.266
C 3.81287 3.53498 3.98055 -0.02 0.02 -0.05 0.011
C 3.17721 3.25888 2.74263 -0.08 -0.20 0.06 -0.119
C 3.36102 4.14914 1.67439 -0.05 0.03 -0.09 0.008
N 2.84218 3.99763 0.48095 0.02 -0.03 0.18 0.064
C 2.97017 4.96266 -0.59997 -0.05 0.09 -0.05 -0.154
C 1.89410 4.75931 -1.66160 0.14 -0.09 -0.04 -0.154
C 0.49489 4.80564 -1.07828 -0.10 -0.01 0.08 -0.150
N -0.51309 4.76404 -2.13255 -0.20 -0.07 -0.17 0.088
C -1.81344 4.76295 -1.95491 0.13 0.03 0.03 0.006
C -2.51001 4.46220 -0.76371 0.22 0.19 0.00 -0.125
C -3.66524 5.23124 -0.46299 0.02 -0.05 -0.03 0.012
C -4.33374 5.08775 0.71724 0.04 -0.07 0.06 -0.264
C -5.51846 5.93370 1.08857 -0.06 0.06 0.00 -0.046
C -3.90552 4.04399 1.57017 -0.02 0.02 -0.14 0.026
C -2.87562 3.17552 1.28709 -0.16 0.05 -0.14 -0.096
C -2.82815 1.97675 2.14120 -0.08 -0.22 -0.19 -0.108
N -2.23530 0.89630 1.84600 0.17 -0.55 0.21 -0.109
C -2.45030 -0.32662 2.66360 0.10 0.14 0.03 -0.200
C -1.55552 -1.53523 2.25814 0.30 0.88 0.31 -0.275
C -0.19687 -1.63626 3.03058 -0.32 0.31 0.13 -0.210
N 0.63361 -0.43142 2.88576 -0.67 -0.07 -0.22 -0.101
C 1.31388 0.04494 3.83712 0.04 -0.05 -0.24 -0.099
C 2.14503 1.25991 3.75115 0.18 0.21 -0.05 -0.090
C 2.80762 1.60362 4.90712 -0.03 -0.04 -0.05 0.027
C 2.32287 2.10626 2.57557 0.02 -0.14 0.30 -0.279
O 1.76702 1.90092 1.45512 -0.25 -0.29 0.07 -0.231
C -2.07575 3.38256 0.08258 -0.33 -0.26 0.40 -0.327
O -1.12915 2.62756 -0.25755 0.10 -0.11 0.24 -0.243
H 4.82176 3.94827 6.38372 0.00 -0.01 0.01 0.078
H 5.06623 2.21800 6.60352 -0.01 0.00 -0.01 0.087
H 3.59828 2.98001 7.20243 -0.01 0.00 -0.02 0.084
H 4.44090 4.41733 4.05171 0.01 0.00 0.00 0.125
H 3.95965 5.04279 1.83525 0.01 0.00 0.01 0.150
H 2.29075 3.12969 0.40050 0.01 -0.01 -0.05 0.109
H 3.95588 4.88036 -1.06203 -0.01 -0.02 0.00 0.131
H 2.88210 5.96403 -0.17169 0.04 0.01 -0.04 0.131
H 2.03996 3.79389 -2.15962 0.01 0.06 0.06 0.084
H 2.04137 5.54001 -2.41376 -0.06 -0.02 -0.01 0.128
H 0.31636 5.72762 -0.51427 0.10 -0.04 0.05 0.151
H 0.32151 3.95779 -0.41734 0.01 -0.01 0.02 0.094
H -0.18675 4.92022 -3.07620 0.01 0.05 0.02 0.156
H -2.38026 5.06651 -2.83108 -0.04 0.07 0.01 0.152
H -3.97545 5.99514 -1.16885 -0.01 0.00 -0.01 0.128
H -5.48897 6.89791 0.58234 -0.01 -0.02 -0.01 0.080
H -5.54848 6.12364 2.16155 0.02 0.00 -0.01 0.081
H -6.45532 5.44295 0.81699 0.00 0.00 0.01 0.087
H -4.47600 3.87399 2.47892 0.00 0.00 0.01 0.125
H -3.48961 2.01791 3.01723 0.08 0.08 0.05 0.134
H -3.49769 -0.60240 2.52718 0.00 -0.10 0.08 0.120
H -2.28641 -0.10596 3.72352 -0.12 0.05 0.03 0.121
H -1.37893 -1.53098 1.17132 -0.46 -0.57 0.56 -0.095
H -2.10587 -2.45985 2.42088 0.05 -0.02 0.10 0.118
H 0.37107 -2.48086 2.63206 -0.12 0.02 0.02 0.081
H -0.41386 -1.82372 4.08884 0.04 -0.11 0.01 0.125
H 1.33653 -0.45315 4.81546 -0.05 0.02 0.02 0.133
H 2.66980 0.95816 5.77042 0.00 0.00 0.01 0.127
Se -0.29500 -3.39998 -0.38135 0.18 -0.10 0.02 0.292
P 1.81017 -3.48578 0.11402 -0.31 0.10 -0.23 0.118
Se 2.77041 -1.57839 -0.04256 0.32 0.29 0.19 0.214
C 2.01439 -4.16371 1.78988 -0.02 -0.06 0.01 -0.434
C 2.84565 -3.55966 2.72397 0.03 0.05 -0.10 -0.133
C 2.96811 -4.10148 3.99515 0.03 0.00 0.10 -0.082
C 2.26270 -5.24485 4.33436 -0.02 -0.04 0.03 -0.080
C 1.43219 -5.85387 3.39945 0.01 -0.01 0.07 -0.072
C 1.30598 -5.31502 2.13169 0.00 -0.01 -0.04 -0.099
C 2.67389 -4.69236 -0.93441 -0.07 -0.02 -0.02 -0.402
C 3.97496 -5.06421 -0.60252 0.03 0.03 0.02 -0.091
C 4.66260 -5.95921 -1.40222 0.01 -0.04 -0.05 -0.076
C 4.05691 -6.48518 -2.53887 0.06 0.00 0.04 -0.081
C 2.76392 -6.11520 -2.86976 0.00 -0.03 -0.04 -0.079
C 2.06956 -5.22104 -2.06685 -0.03 0.04 0.03 -0.111
H 3.38600 -2.66309 2.44275 0.00 0.00 0.02 0.053
H 3.62197 -3.63088 4.71917 -0.01 -0.01 0.00 0.103
H 2.35922 -5.66732 5.32655 0.00 0.00 -0.01 0.104
H 0.88264 -6.74822 3.66358 0.00 0.01 0.00 0.107
H 0.64590 -5.77462 1.40538 0.01 0.00 0.00 0.094
H 4.45194 -4.65033 0.27860 -0.02 0.01 0.00 0.107
H 5.67177 -6.24985 -1.14043 0.00 0.00 -0.01 0.105
H 4.59609 -7.18749 -3.16163 0.00 0.01 0.00 0.104
H 2.29013 -6.52809 -3.75119 0.00 0.01 0.01 0.105
H 1.05254 -4.93516 -2.30560 0.01 -0.01 -0.01 0.052
C -3.50478 0.32609 -2.98208 -0.06 -0.06 -0.02 -0.320
As -2.31156 -0.88820 -2.01442 -0.07 0.02 0.02 1.045
C -1.76159 -1.99646 -3.52248 -0.10 0.12 -0.05 -0.319
C -3.65530 -2.05873 -1.12140 0.18 0.20 0.04 -0.349
C -4.59618 -2.76618 -2.03447 -0.11 -0.05 -0.03 -0.320
C -5.81553 -2.19449 -2.39700 0.07 0.02 0.02 -0.068
C -6.67540 -2.84535 -3.26841 -0.01 -0.01 -0.02 -0.083
C -6.33090 -4.08410 -3.79050 -0.05 0.02 -0.01 -0.090
C -5.12568 -4.66738 -3.42862 0.02 -0.05 -0.02 -0.078
C -4.26656 -4.01479 -2.55843 0.03 -0.01 0.01 -0.063
H -4.27186 -0.21593 -3.53531 0.01 -0.01 0.00 0.020
H -2.90328 0.90333 -3.68522 0.01 0.01 0.02 0.014
H -3.97776 1.01417 -2.28067 -0.01 0.00 0.00 0.015
H -2.61324 -2.52323 -3.95227 0.01 0.00 0.02 0.025
H -1.00245 -2.69992 -3.18975 0.00 -0.03 -0.02 -0.022
H -1.34424 -1.33270 -4.28073 0.04 -0.01 0.01 0.014
H -4.18763 -1.39611 -0.43370 0.00 -0.02 0.00 0.069
H -3.06796 -2.75864 -0.52407 -0.05 -0.03 -0.01 0.016
H -6.09667 -1.23272 -1.98157 0.00 0.00 0.00 0.109
H -7.61967 -2.38660 -3.53298 0.00 -0.01 -0.01 0.103
H -7.00188 -4.59659 -4.46736 0.00 0.01 0.00 0.102
H -4.85456 -5.63888 -3.82204 0.00 0.01 0.00 0.106
H -3.32822 -4.47972 -2.27460 0.00 0.01 0.01 0.114
C 1.65968 1.75115 -4.49574 -0.01 0.11 -0.08 -0.311
P 1.84800 0.80924 -2.92572 -0.06 -0.07 0.17 0.750
C 3.61995 1.13155 -2.57080 0.11 0.02 -0.04 -0.305
C 1.95151 -0.88018 -3.61966 -0.03 -0.01 -0.08 -0.300
H 2.43549 1.48882 -5.21886 0.01 -0.03 0.03 0.045
H 1.71113 2.82961 -4.32519 0.00 -0.03 0.04 0.011
H 0.68906 1.53192 -4.94399 -0.01 -0.01 0.04 0.032
H 4.24475 0.93772 -3.44609 -0.02 0.01 -0.01 0.048
H 3.95361 0.48127 -1.76154 -0.04 0.00 0.01 -0.010
H 3.77422 2.16805 -2.25965 -0.02 -0.01 -0.01 0.015
H 2.75893 -0.95656 -4.35162 0.00 0.01 0.01 0.051
H 1.00959 -1.12832 -4.11008 -0.01 0.00 0.01 0.018
H 2.12080 -1.59394 -2.81469 0.01 0.00 0.00 -0.022
```
Forces are in eV/Å.